(1)
Entry from the Open Molecules 2025 dataset: a structure of composition C43H45BrN3O3PtSSi (wB97M-V/def2-TZVPD).

The HOMO energy is -10.35 eV. The charge is +1.

```
98
C43H45BrN3O3PtSSi (wB97M-V/def2-TZVPD)
Pt 0.93 -0.08 -0.95
O 7.50 -3.22 -0.74
C 6.53 -2.35 -0.44
C 6.74 -1.18 0.30
C 5.66 -0.35 0.54
N 4.43 -0.59 0.09
C 4.25 -1.70 -0.59
Br 2.47 -1.98 -1.29
C 5.23 -2.62 -0.89
H 8.36 -2.92 -0.42
H 7.72 -0.93 0.68
H 5.78 0.57 1.09
H 5.02 -3.51 -1.46
O -0.64 1.50 -0.72
S -1.78 1.08 0.16
C -2.68 2.70 0.26
C -1.70 3.73 0.72
C -1.45 4.87 -0.05
C -0.53 5.82 0.37
C 0.17 5.63 1.55
C -0.04 4.48 2.30
C -0.98 3.55 1.90
C -2.95 0.20 -0.97
C -2.60 0.40 -2.40
C -1.50 -0.26 -2.94
C -1.20 -0.11 -4.29
C -1.96 0.71 -5.09
C -3.04 1.39 -4.55
C -3.36 1.23 -3.21
H -3.50 2.56 0.96
H -3.05 2.93 -0.74
H -2.01 5.02 -0.96
H -0.37 6.70 -0.22
H 0.88 6.37 1.89
H 0.51 4.32 3.21
H -1.16 2.66 2.48
H -3.95 0.54 -0.72
H -2.84 -0.85 -0.69
H -0.93 -0.95 -2.33
H -0.37 -0.66 -4.71
H -1.73 0.81 -6.14
H -3.65 2.02 -5.17
H -4.22 1.74 -2.81
C 3.42 1.54 -2.03
C 4.36 2.77 -1.95
N 3.76 3.79 -1.12
C 2.50 4.21 -1.70
C 1.54 2.99 -1.79
N 2.22 1.81 -1.24
C 2.57 2.07 0.16
C 3.55 3.28 0.21
H 3.92 0.67 -1.62
H 3.10 1.34 -3.06
H 4.54 3.19 -2.94
H 5.32 2.49 -1.52
H 2.70 4.63 -2.68
H 2.08 4.99 -1.07
H 1.25 2.76 -2.82
H 0.64 3.17 -1.21
H 3.05 1.18 0.58
H 1.66 2.29 0.71
H 4.52 2.98 0.62
H 3.15 4.08 0.83
O -0.43 -1.44 0.31
Si -1.36 -2.38 1.13
C -2.25 -3.65 -0.01
C -1.92 -3.71 -1.36
C -2.69 -4.46 -2.23
C -3.78 -5.17 -1.75
C -4.09 -5.14 -0.40
C -3.31 -4.39 0.47
C -0.64 -3.51 2.50
C 0.66 -3.97 2.45
C 1.18 -4.73 3.49
C 0.39 -5.04 4.58
C -0.92 -4.60 4.63
C -1.44 -3.84 3.59
C -2.68 -1.33 2.01
C -4.03 -1.38 1.69
C -4.93 -0.50 2.27
C -4.49 0.46 3.17
C -3.14 0.51 3.51
C -2.26 -0.38 2.94
H -1.07 -3.16 -1.72
H -2.44 -4.49 -3.28
H -4.39 -5.75 -2.43
H -4.94 -5.70 -0.02
H -3.55 -4.39 1.52
H 1.27 -3.73 1.59
H 2.20 -5.07 3.44
H 0.79 -5.63 5.39
H -1.55 -4.84 5.48
H -2.46 -3.49 3.64
H -4.39 -2.10 0.98
H -5.98 -0.56 2.01
H -5.18 1.16 3.60
H -2.79 1.24 4.22
H -1.21 -0.35 3.21
```

Mulliken charges in e: Pt 2.656; O -0.504; C 0.822; C -0.659; C -0.662; N -0.210; C 0.395; Br -0.178; C -0.507; H 0.317; H 0.347; H 0.425; H 0.495; O -0.923; S 0.133; C -0.887; C 0.233; C -0.392; C -0.739; C -0.466; C -0.851; C 0.186; C 0.154; C 0.234; C 0.922; C -1.179; C -0.587; C -0.812; C -0.602; H 0.497; H 0.446; H 0.428; H 0.431; H 0.433; H 0.464; H 0.371; H 0.857; H -0.702; H 0.008; H 0.500; H 0.446; H 0.436; H 0.479; C -0.060; C -0.855; N -0.134; C -0.913; C 0.262; N 0.398; C 0.207; C -0.881; H -0.374; H 0.482; H 0.264; H 0.424; H 0.264; H 0.359; H 0.566; H -0.647; H 0.413; H -0.011; H 0.215; H 0.367; O -0.897; Si -1.048; C 0.695; C -0.287; C -0.617; C -0.606; C -0.674; C -0.270; C 0.752; C -0.573; C -0.569; C -0.606; C -0.785; C -0.124; C 0.546; C -0.323; C -0.746; C -0.653; C -0.512; C -0.223; H 0.097; H 0.423; H 0.389; H 0.422; H 0.433; H 0.332; H 0.413; H 0.383; H 0.415; H 0.346; H 0.493; H 0.440; H 0.434; H 0.451; H 0.447

***

(2)
Entry from the Open Molecules 2025 dataset: the molecule C21H26N4O4S2 (wB97M-V/def2-TZVPD).

The energy above the lowest of the compared OMol25 structures with the same formula, charge and spin comes out at 55.6 kcal per mole. The HOMO energy is -9.53 eV. Its SMILES is N#CCCN(Cc1cccnc1)S(=O)(=O)c1ccc(S(=O)(=O)N2CCCCCC2)cc1.

```
57
C21H26N4O4S2 (wB97M-V/def2-TZVPD)
N -0.48 -3.61 -0.53
C -1.31 -3.75 -1.30
C -2.35 -3.91 -2.28
H -3.31 -3.64 -1.82
H -2.39 -4.95 -2.60
C -2.11 -3.00 -3.49
N -1.94 -1.62 -3.07
S -3.29 -0.74 -2.63
O -4.33 -1.68 -2.33
O -3.55 0.30 -3.58
C -2.68 0.01 -1.12
C -2.53 -0.78 0.01
C -1.96 -0.23 1.15
C -1.56 1.10 1.13
C -1.74 1.89 0.01
C -2.31 1.34 -1.13
H -2.47 1.92 -2.02
H -1.44 2.93 0.05
S -0.79 1.84 2.57
O -0.71 0.83 3.59
O -1.46 3.06 2.88
N 0.70 2.21 1.93
C 1.53 1.07 1.62
H 1.80 1.11 0.56
C 2.81 0.95 2.46
H 3.57 1.64 2.07
C 2.59 1.22 3.95
C 2.73 2.69 4.30
C 1.56 3.55 3.84
H 1.76 4.59 4.10
C 1.28 3.47 2.33
H 2.19 3.63 1.75
H 0.55 4.24 2.07
H 0.65 3.24 4.35
H 3.66 3.08 3.88
H 2.81 2.79 5.39
H 3.34 0.65 4.52
H 1.61 0.86 4.24
H 3.20 -0.06 2.31
H 0.91 0.19 1.79
H -1.82 -0.80 2.05
H -2.85 -1.81 -0.02
C -0.85 -0.86 -3.65
C 0.46 -1.32 -3.06
C 1.35 -2.09 -3.80
N 2.48 -2.57 -3.31
C 2.77 -2.32 -2.05
C 1.96 -1.55 -1.22
C 0.79 -1.04 -1.74
H 0.12 -0.45 -1.13
H 2.24 -1.37 -0.19
H 3.70 -2.75 -1.69
H 1.16 -2.32 -4.84
H -1.04 0.18 -3.40
H -0.84 -0.96 -4.74
H -1.20 -3.31 -4.01
H -2.97 -3.08 -4.17
```

Mulliken charges in e: N -0.480; C 0.342; C -0.530; H 0.314; H 0.488; C -0.873; N 0.245; S 1.254; O -0.728; O -0.710; C -0.379; C -0.568; C -0.516; C -0.125; C -0.687; C -0.371; H 0.591; H 0.433; S 1.418; O -0.688; O -0.773; N 0.435; C -0.813; H 0.074; C -0.857; H 0.437; C -0.569; C -0.809; C -0.427; H 0.403; C -1.036; H 0.560; H 0.408; H 0.326; H 0.315; H 0.357; H 0.375; H 0.252; H 0.413; H 0.522; H 0.553; H 0.599; C -1.342; C 0.285; C -0.335; N -0.651; C -0.451; C -0.357; C 0.501; H 0.020; H 0.478; H 0.367; H 0.411; H 0.611; H 0.445; H 0.466; H 0.379